# 1
2 unconnected molecules or ions with the total composition C3H10S2 in a non-equilibrium geometry. Source: OMol25; level of theory: ωB97M-V/def2-TZVPD.

## Properties
lowest unoccupied orbital energy = 0.482 eV
SMILES = CSS.CC
gap between HOMO and LUMO = 8.59 eV
HOMO level = -0.298 Ha
2S+1 = 1

Each line ends with the Löwdin charge.
Geometry (Å):
1 C -2.89912 -1.64269 1.42976  -0.1802
2 H -1.73381 -1.09610 -0.42850  0.0574
3 H -3.54214 -2.49151 1.66608  0.0606
4 H 4.34125 0.30598 -0.14213  -0.2068
5 H -3.47431 -0.77572 1.74384  0.0573
6 H 2.67337 2.74498 -2.31970  0.0246
7 S 4.79328 1.30141 0.63715  0.2681
8 S 3.74210 2.89093 -0.22523  0.3368
9 H 1.46444 2.91250 -1.00331  0.0254
10 H -2.06075 -2.74762 -0.16621  0.0598
11 H -2.03975 -1.72864 2.10427  0.0636
12 H 2.23019 1.35957 -1.28390  0.0269
13 H -3.37929 -1.70951 -0.66780  0.0606
14 C 2.38517 2.43623 -1.31738  -0.4751
15 C -2.50063 -1.75981 -0.02696  -0.1791

# 2
A single C3H7PS molecule in a non-equilibrium geometry. Source: OMol25; level of theory: ωB97M-V/def2-TZVPD.

## Properties
lowest unoccupied orbital energy = 0.749 eV
SMILES = C=CC[PH2]=S
gap between HOMO and LUMO = 9.64 eV
HOMO level = -0.327 Ha
2S+1 = 1

Each line ends with the Löwdin charge.
Geometry (Å):
1 H 0.71060 -2.72860 0.02725  0.0396
2 H 1.07221 -0.79737 -1.53128  0.0393
3 P -1.19421 0.99179 0.14736  0.2446
4 H -1.08169 1.67559 1.28859  -0.0726
5 H 0.33734 -1.53356 1.27060  0.0264
6 H -1.65350 2.10973 -0.74603  0.0000
7 S -2.25522 -0.53566 0.28193  0.1910
8 C 0.67804 -1.72906 0.30508  -0.0209
9 H 0.92599 1.36254 -1.03881  0.0501
10 C 0.64293 0.74175 -0.22959  -0.3467
11 H 0.93972 1.16801 0.79317  0.0925
12 C 0.87778 -0.72518 -0.56828  -0.2433

# 3
A molecular structure, C25H28BN8OS2W in a non-equilibrium geometry. Source: OMol25; level of theory: ωB97M-V/def2-TZVPD.

## Properties
lowest unoccupied orbital energy (spin up / spin down) = 2.764 / 2.765 eV
gap between HOMO and LUMO (spin up / spin down) = 5.43 / 5.42 eV
net charge = -1
HOMO level (spin up / spin down) = -0.098 / -0.098 Ha
2S+1 = 1

Each line ends with the Löwdin charge.
Geometry (Å):
1 C -5.09816 -1.34966 1.82777  -0.1217
2 N 1.11670 -2.54505 -0.53927  -0.1463
3 N -2.24015 0.01705 -1.03626  -0.2043
4 H 2.26714 5.59255 -1.53560  0.0875
5 C -5.31109 -0.14919 1.18032  -0.1153
6 C 0.01859 -1.35148 3.99318  -0.0510
7 C 2.99815 1.27787 -0.44762  -0.1225
8 C 1.12286 3.77401 -1.60852  -0.0673
9 H 1.00638 3.79146 -2.68769  0.1157
10 C 0.87104 0.61878 -2.16639  -0.1902
11 C 1.45150 3.70005 1.16156  -0.1192
12 H 5.05166 -0.40324 1.41860  0.1150
13 N 1.39003 -1.55182 2.27984  -0.0115
14 H 0.23931 -0.26191 -2.76376  -0.0088
15 H -5.80972 -1.71144 2.56117  0.0901
16 H 2.65786 2.05101 -1.09913  0.0904
17 H 2.55809 5.52071 0.91506  0.0897
18 C 1.83591 4.78090 -0.96157  -0.1145
19 H -4.58913 1.26770 -0.21917  0.0927
20 H -0.39995 -1.36849 4.98382  0.0899
21 O -0.00741 -1.32108 -2.19278  -0.6300
22 C 0.95916 -3.58490 -1.34587  -0.1650
23 H 1.58852 -0.01426 -1.31354  0.0503
24 N 2.14880 -2.83635 0.28512  -0.0134
25 H -2.49592 -0.27624 -3.16484  0.0821
26 H -1.61356 -0.59677 2.68850  0.0950
27 H 2.02971 -5.52852 -1.52178  0.0836
28 S -1.53950 -2.52070 0.29136  0.7125
29 C -0.60595 -0.95292 2.81620  -0.2711
30 H 2.10194 -2.10496 4.19981  0.1121
31 H -1.76445 -1.62075 -2.37775  0.0180
32 C -4.38134 0.31931 0.25347  -0.0474
33 H -3.42289 1.47805 -2.01804  0.1149
34 H 1.57274 3.66976 2.23756  0.0960
35 C -3.94921 -2.08241 1.55580  -0.1334
36 C -1.30772 2.03008 -2.21586  -0.1543
37 H 0.19479 -3.59343 -2.09808  0.0992
38 C 2.00020 4.73771 0.41403  -0.1154
39 N -0.12671 1.63350 -1.46112  -0.2210
40 S -0.03892 1.33000 1.36072  0.7429
41 H -1.28253 1.65767 -3.24312  0.1114
42 C 4.27057 1.20623 0.08820  -0.0355
43 C 2.64036 -4.05283 0.00031  -0.0944
44 N 0.22758 -1.06997 1.78683  -0.3170
45 C 0.58784 2.72867 -0.88090  -0.3504
46 H 3.46826 -4.48288 0.53872  0.1098
47 C 0.73952 2.68682 0.53173  -0.5700
48 C -2.52237 -0.86415 -2.24326  -0.0965
49 N 2.23424 0.21854 -0.06580  -0.1064
50 C -3.23342 -0.39785 -0.04118  -0.2810
51 B 2.61989 -1.84064 1.38718  -0.4780
52 H -6.19083 0.44403 1.39760  0.0880
53 W 0.09231 -0.64203 -0.37854  1.3678
54 H -3.50722 -1.33941 -2.20856  0.0934
55 H -3.75474 -3.01256 2.07556  0.0933
56 N 3.06665 -0.50848 0.71384  -0.0091
57 H -1.42061 3.11466 -2.25282  0.1139
58 H 1.54784 1.08792 -2.90163  0.0829
59 C 4.26839 0.04406 0.83068  -0.0782
60 C 1.28801 -1.72713 3.60476  -0.0788
61 H 3.53062 -2.28538 2.02585  0.1156
62 C 1.90625 -4.57316 -1.04269  -0.0602
63 C -3.00919 -1.62695 0.63575  -0.5911
64 H -2.61532 2.03988 -0.53124  0.1104
65 H 5.07411 1.90650 -0.05419  0.0939
66 C -2.50553 1.42351 -1.42230  -0.1881

# 4
A molecular structure, C23H34N2O8RhSi4 in a non-equilibrium geometry. Source: OMol25; level of theory: ωB97M-V/def2-TZVPD.

## Properties
lowest unoccupied orbital energy (spin up / spin down) = 1.103 / 1.103 eV
gap between HOMO and LUMO (spin up / spin down) = 5.33 / 5.33 eV
net charge = -1
HOMO level (spin up / spin down) = -0.155 / -0.155 Ha
2S+1 = 1

Each line ends with the Löwdin charge.
Geometry (Å):
1 N -0.79078 0.87794 0.72113  0.0277
2 C 0.00915 3.36932 -3.21114  -0.0009
3 H 3.21670 0.09707 4.20559  0.0223
4 H -3.59846 2.88208 2.48266  0.1076
5 H 4.07029 0.56395 -0.12125  0.0148
6 H 5.24521 0.23378 1.16915  0.0278
7 H -0.92622 0.32488 3.51229  0.0165
8 C -2.60576 -4.34728 0.62800  -0.1603
9 H 4.55891 -1.85468 3.08815  0.0118
10 H -2.39278 -5.41702 0.51792  0.0397
11 C 1.39060 4.25348 -5.12532  -0.7261
12 O -3.54038 -1.42085 0.26730  0.0987
13 C 1.83454 2.02959 -3.95437  0.0706
14 H -1.23453 3.79665 2.31563  0.1226
15 C 4.76141 -0.18306 0.27991  -0.2079
16 O 1.73169 2.11143 0.56440  0.0664
17 O 1.76882 5.35281 -4.65731  -0.0482
18 H -0.89447 -0.85086 4.84763  0.0371
19 H 1.46244 -2.60693 5.40269  0.0299
20 C 0.32903 -3.91252 0.09968  -0.1704
21 H 3.80250 -2.58222 -1.62460  0.0243
22 H -2.54267 -4.09236 1.69099  0.0393
23 C -0.26961 2.39745 -2.27884  -0.1296
24 C 2.36834 -0.11930 -2.72415  -0.5719
25 Rh 0.64991 0.01818 -0.42011  0.6414
26 H -1.61462 -4.63791 -2.47445  0.0399
27 C 4.06281 -3.02097 -0.65817  -0.2116
28 C 2.14572 0.24593 4.38011  -0.2223
29 H -0.88808 -3.03568 -2.71919  0.0471
30 O 2.07902 -0.78970 -1.63223  -0.2701
31 Si 1.70901 -1.07223 1.25126  0.6270
32 C 1.50251 -2.71505 4.31161  -0.2249
33 Si -1.38586 -3.39542 -0.36595  0.4096
34 H 1.06451 -3.37779 -0.51378  0.0153
35 C 4.64628 -2.52420 2.22379  -0.2523
36 H 4.15196 -3.46978 2.47735  0.0178
37 H 1.96161 0.20182 5.46043  0.0306
38 H -4.07025 0.65234 1.45961  0.1255
39 C -1.65647 -3.58761 -2.16865  -0.1427
40 H 0.52447 -3.70706 1.16518  0.0218
41 H 5.71293 -2.73643 2.06560  0.0271
42 C -2.81894 2.31899 1.98897  -0.0264
43 N 0.47107 1.29021 -2.14783  -0.0084
44 C 1.52072 1.11738 -2.97422  -0.1726
45 C -0.66698 -0.70259 3.78585  -0.2146
46 H 3.44095 -3.90522 -0.49207  0.0215
47 H 2.49396 -3.09022 4.03932  0.0053
48 H -0.59437 4.26867 -3.25695  0.1191
49 O 0.97578 3.87327 1.69856  0.1063
50 H 0.76331 -3.46982 4.01866  0.0262
51 H 0.47680 -4.98964 -0.05743  0.0460
52 H -1.11041 2.48921 -1.59711  0.1003
53 H 1.87687 4.15735 1.48168  0.1384
54 H 2.67410 1.82228 -4.60440  0.1338
55 C -3.08150 1.09474 1.43261  0.0011
56 H 5.51930 -0.37303 -0.48699  0.0399
57 C -1.50245 2.83302 1.90582  0.0074
58 C -2.07453 0.35437 0.82332  -0.1461
59 H -2.63528 -3.18342 -2.44516  0.0413
60 H 5.11269 -3.33395 -0.66259  0.0340
61 H 1.88697 1.25148 4.02822  0.0223
62 H -1.30553 -1.37000 3.19746  0.0285
63 Si 1.12960 -1.06362 3.51990  0.2947
64 O 1.17395 3.89610 -6.30349  -0.0364
65 O -1.34919 -1.73571 -0.01232  -0.1450
66 C 1.08280 3.20390 -4.08569  -0.0965
67 C -2.41259 -0.98729 0.33834  -0.4766
68 H -3.62486 -4.14368 0.29388  0.0338
69 C -0.55963 2.10763 1.27309  -0.1957
70 O 3.24982 -0.43391 -3.49777  0.0539
71 Si 3.88057 -1.77007 0.68200  0.3228
72 C 0.83542 2.66437 1.12818  -0.4794

# 5
A molecular structure, C41H52AsBrN5O2P2Ru in a non-equilibrium geometry. Source: OMol25; level of theory: ωB97M-V/def2-TZVPD.

## Properties
lowest unoccupied orbital energy (spin up / spin down) = -5.757 / -5.711 eV
gap between HOMO and LUMO (spin up / spin down) = 5.91 / 7.18 eV
net charge = +2
HOMO level (spin up / spin down) = -0.429 / -0.474 Ha
2S+1 = 2

Each line ends with the Mulliken spin population.
Geometry (Å):
1 C -7.13942 -3.27581 1.15442  0.0000
2 C 1.34544 3.88522 1.56541  0.0011
3 H -1.28770 0.39530 2.65276  0.0037
4 C 3.08634 0.77653 2.54788  0.0068
5 N -0.52673 1.20434 -2.21471  0.0063
6 H -2.27122 0.60284 4.12683  0.0000
7 H -5.25713 -0.82508 2.53541  -0.0001
8 H 4.84288 1.77643 -0.15787  -0.0001
9 C -2.18857 -5.79329 -1.72013  -0.0007
10 P 0.64430 -2.17288 -1.88067  0.0341
11 H -0.65726 3.23280 -4.55215  -0.0001
12 C -1.46979 3.19165 4.51048  0.0000
13 C -0.98922 -5.85340 -1.03021  0.0033
14 C -0.91731 1.75743 -3.14290  -0.0031
15 H -6.37886 -4.85770 -0.07188  0.0000
16 C 4.50345 -3.97678 -0.13832  -0.0889
17 C -2.64173 4.32757 0.05761  0.0001
18 N -0.04366 4.18809 1.80815  -0.0001
19 H -2.32630 2.94097 5.14358  0.0000
20 H -3.37766 -4.66722 -3.09751  0.0004
21 H -0.74802 -6.72344 -0.43949  0.0002
22 C -4.04728 0.87186 0.32890  -0.0004
23 H -2.33531 2.94925 -4.03456  0.0000
24 C 2.22298 -2.76989 -1.22653  0.2297
25 C -2.46102 -4.70055 -2.52954  0.0017
26 H -3.44671 -2.31709 -1.62929  0.0005
27 H -1.54131 4.23860 4.22846  0.0000
28 H -4.05190 1.55253 -0.52424  0.0000
29 C 2.31376 -2.99953 0.21054  0.0376
30 C -3.73288 4.02076 2.22359  -0.0001
31 H 0.31370 -3.63862 -4.49095  0.0008
32 H -0.55897 3.04450 5.10020  0.0000
33 H -2.59671 5.41777 0.14137  0.0000
34 C 3.30555 -3.07481 -2.02554  -0.1491
35 C 1.86978 -0.16196 -5.15937  0.0004
36 H 1.80035 0.08785 -3.02264  -0.0017
37 H 1.93203 3.89082 2.49011  -0.0001
38 C 4.16577 1.26912 1.81897  0.0001
39 C 0.73443 -2.66250 -4.68239  0.0012
40 C -0.37839 -3.68390 -1.86957  0.0155
41 P -1.19164 2.96151 1.79474  0.0008
42 H 0.03784 6.25610 1.55680  0.0000
43 H -2.39735 -2.73350 1.15523  -0.0042
44 N 1.82935 0.47378 0.53690  0.0067
45 C 1.02111 -2.25953 -5.97570  -0.0002
46 H -5.02959 0.40086 0.40435  0.0000
47 N -2.62972 3.68304 1.35282  0.0000
48 C 1.28391 -2.52753 0.91611  0.2412
49 C 4.44673 -3.66644 -1.50218  0.2567
50 C 3.48146 -3.65053 0.70983  0.2892
51 C -0.08724 -4.80561 -1.09600  0.0009
52 H -1.78010 3.97615 -0.51115  0.0000
53 H 5.27727 -3.90054 -2.14848  0.0101
54 C 1.00008 -1.80194 -3.62203  -0.0221
55 Ru -0.20461 -0.26584 -0.49759  0.0590
56 C -1.37102 0.93558 3.60051  -0.0036
57 Br 5.77085 1.77864 2.69195  -0.0001
58 C 1.58074 -0.55755 -3.86820  0.0078
59 H 3.13540 0.68333 3.62118  0.0004
60 C -1.56269 -3.65310 -2.60640  -0.0034
61 H -7.59431 -1.60348 2.42055  0.0000
62 H 1.09581 0.00395 2.40618  -0.0047
63 H -3.84169 1.44527 1.22885  0.0000
64 H 1.77529 4.61866 0.87928  0.0000
65 C -1.38666 2.47045 -4.27945  -0.0002
66 H -3.72392 3.37829 3.10026  0.0000
67 C -0.30018 5.52249 2.29443  0.0001
68 C -6.13845 -3.96479 0.48488  0.0000
69 C 1.94887 0.39278 1.86277  -0.0058
70 O -0.78385 1.89650 0.85526  -0.0030
71 H -4.64230 -1.01296 -1.57162  -0.0001
72 H 0.84917 -4.87785 -0.56436  -0.0105
73 H -8.16309 -3.60948 1.09221  0.0000
74 C -6.82501 -2.13999 1.88686  -0.0001
75 H -3.70533 5.06721 2.54415  0.0000
76 H -2.87170 -1.51003 2.35272  -0.0013
77 H -0.50557 0.70728 4.23188  0.0001
78 H 2.73273 1.04106 -1.22919  -0.0013
79 C 2.85714 0.96930 -0.15468  0.0022
80 H -3.14851 -0.80092 -2.49633  -0.0001
81 H -1.36593 5.66249 2.45517  0.0000
82 O 0.26261 -2.02893 1.25423  0.0781
83 H 2.32914 0.79861 -5.34480  0.0002
84 C -4.83187 -3.51877 0.54205  0.0001
85 H 0.82112 -2.92613 -6.80138  -0.0001
86 C -3.09634 -1.91605 1.36236  0.0054
87 H 0.23078 5.71444 3.23200  0.0000
88 C 4.03842 1.37971 0.43831  -0.0020
89 N -1.46197 2.35177 3.33028  0.0002
90 H -3.55809 4.06544 -0.47807  0.0000
91 H 1.76987 -0.70335 -7.22981  0.0000
92 C -3.57601 -1.23957 -1.59227  -0.0004
93 H -1.51918 1.79678 -5.12586  -0.0001
94 H -4.66858 3.86087 1.68295  0.0000
95 H 3.23859 -2.87611 -3.08628  0.0065
96 H -4.04940 -4.05939 0.02417  0.0001
97 C -5.51692 -1.69865 1.95062  -0.0003
98 As -2.68828 -0.50669 -0.00293  -0.0041
99 H -2.89877 -6.60092 -1.63393  0.0000
100 C 1.56996 -1.01015 -6.21578  -0.0007
101 C -4.50464 -2.38003 1.27526  0.0003
102 H 1.40966 2.90160 1.10964  -0.0004
103 H 3.52482 -3.88937 1.75980  0.0043
104 H 5.37444 -4.47650 0.25469  -0.0010
105 H -1.76482 -2.81261 -3.25757  0.0001

no.,E (hartree)
1,-916.63402
2,-857.98024
3,-2370.96228
4,-2877.02968
5,-7604.69409